(1)
# C4H5FN2O

C4H5FN2O as an isolated structure in a non-equilibrium geometry (ωB97M-V/def2-TZVPD, OMol25).

Results
Energy above the lowest of the compared OMol25 structures with the same formula, charge and spin   4.778 eV
Calculated total energy   -439.86239 a.u.
LUMO   0.03 eV
HOMO-LUMO gap   8.88 eV

Geometry as ORCA input:
```
! wB97M-V def2-TZVPD RIJCOSX def2/J DEFGRID3
* xyz 0 1
C 2.2470 -0.3439 0.3515
C 0.2421 0.6321 -0.0567
C -0.3932 -0.6084 -0.0228
C -1.7704 -0.4934 0.1165
H 2.1810 -1.2454 -0.2236
H 1.8574 -0.3520 1.3489
H 3.3872 -0.0484 0.2712
H -1.5009 1.5234 -0.6748
H -0.4626 2.5071 0.8681
N -0.4847 1.6771 -0.1698
N -2.9433 -0.1794 0.1909
O 1.6639 0.8571 -0.2101
F 0.3633 -1.6494 -0.2652
*
```


(2)
# C4H5FNO4S

An isolated ion of composition C4H5FNO4S and charge -1 in a non-equilibrium geometry (ωB97M-V/def2-TZVPD, OMol25).

Results
Energy above the lowest of the compared OMol25 structures with the same formula, charge and spin   2.376 eV
Structure (SMILES)   C=C[C@@](N)(C(=O)[O-])S(=O)(=O)F
Calculated total energy   -1009.15709 a.u.
LUMO   3.34 eV
HOMO-LUMO gap   7.75 eV

Geometry as ORCA input:
```
! wB97M-V def2-TZVPD RIJCOSX def2/J DEFGRID3
* xyz -1 1
C 1.8446 -1.0319 -0.0294
C 0.7134 -0.6993 0.6629
C -0.3136 0.3956 0.1375
N -1.0285 0.9063 1.3284
C 0.4783 1.6099 -0.5033
O 0.6170 2.6368 0.1877
O 1.0154 1.5616 -1.6681
S -1.4422 -0.4982 -1.0339
O -1.7175 0.2456 -2.2340
O -2.6628 -0.8110 -0.2961
F -0.7569 -1.9700 -1.3512
H 2.5714 -0.2762 -0.4169
H 2.0748 -2.1199 -0.1590
H 0.4165 -1.1970 1.6181
H -0.2978 1.1438 2.0082
H -1.5123 0.1039 1.7491
*
```


(3)
# C4H5FO

One molecule with the formula C4H5FO in a non-equilibrium geometry (ωB97M-V/def2-TZVPD, OMol25).

Results
Energy above the lowest of the compared OMol25 structures with the same formula, charge and spin   2.751 eV
Structure (SMILES)   C=C(F)[C@H]1CO1
Calculated total energy   -330.38665 a.u.
LUMO   0.65 eV
HOMO-LUMO gap   10.70 eV

Geometry as ORCA input:
```
! wB97M-V def2-TZVPD RIJCOSX def2/J DEFGRID3
* xyz 0 1
C -1.4208 0.6052 0.7079
C -0.8100 0.4058 -0.4956
F -1.3900 0.8505 -1.7008
C 0.5383 0.0318 -0.7926
C 1.2104 -0.7420 0.3129
O 1.0841 -1.4098 -0.9034
H -0.6688 0.2460 1.4951
H -2.5945 0.8932 1.0870
H 1.1379 0.6492 -1.5550
H 2.2420 -0.3622 0.7000
H 0.6714 -1.1680 1.1445
*
```


(4)
# C4H5FO

One molecule with the formula C4H5FO (ωB97M-V/def2-TZVPD, OMol25).

Results
Energy above the lowest of the compared OMol25 structures with the same formula, charge and spin   0.895 eV
Structure (SMILES)   CC#C[C@H](O)F
Calculated total energy   -330.45484 a.u.
LUMO   0.89 eV
HOMO-LUMO gap   11.01 eV

Geometry as ORCA input:
```
! wB97M-V def2-TZVPD RIJCOSX def2/J DEFGRID3
* xyz 0 1
C 2.3531 0.2662 -0.2893
C 0.9345 0.1510 -0.0588
C -0.2388 0.0464 0.1631
C -1.6743 -0.0543 0.3714
O -2.1735 -1.1683 -0.2602
F -2.3036 1.0831 -0.1403
H 2.5562 1.1559 -0.8838
H 2.8812 0.3430 0.6602
H 2.7101 -0.6105 -0.8278
H -1.9092 -0.0338 1.4549
H -3.1359 -1.1787 -0.1894
*
```


(5)
# C4H5FOS

One molecule with the formula C4H5FOS in a non-equilibrium geometry (ωB97M-V/def2-TZVPD, OMol25).

Results
Energy above the lowest of the compared OMol25 structures with the same formula, charge and spin   0.323 eV
Structure (SMILES)   C/C=C(\F)C(O)=S
Calculated total energy   -728.67524 a.u.
LUMO   -0.33 eV
HOMO-LUMO gap   8.85 eV

Geometry as ORCA input:
```
! wB97M-V def2-TZVPD RIJCOSX def2/J DEFGRID3
* xyz 0 1
C -2.8518 -0.6897 -0.0121
C -1.3615 -0.7493 0.0425
C -0.5663 0.2829 0.0194
F -1.0866 1.5209 -0.0696
C 0.9432 0.2616 -0.0521
O 1.4760 1.4623 0.1110
S 1.8239 -1.1070 -0.0279
H -3.1773 0.3525 -0.0010
H -3.3012 -1.1837 -0.8615
H -3.2986 -1.1503 0.9043
H -0.8915 -1.6918 0.2763
H 2.4760 1.3652 -0.1181
*
```


(6)
# C4H5HgLiO7

C4H5HgLiO7 as an isolated structure in a non-equilibrium geometry (ωB97M-V/def2-TZVPD, OMol25).

Results
Energy above the lowest of the compared OMol25 structures with the same formula, charge and spin   0.477 eV
Calculated total energy   -843.10734 a.u.
Expectation value of S²   0.76
LUMO (spin up / spin down)   1.09 / 1.09 eV
HOMO-LUMO gap (spin up / spin down)   5.22 / 5.09 eV

Geometry as ORCA input:
```
! wB97M-V def2-TZVPD RIJCOSX def2/J DEFGRID3
* xyz -1 2
O 1.5276 -3.9799 1.1033
C 0.9490 -3.1968 0.3074
O 0.6675 -3.5121 -0.8762
O 0.6565 -1.9778 0.7765
C 0.0244 -1.0502 -0.1014
O -0.6366 1.1662 -0.3135
C -0.6035 2.9204 -0.1632
C -0.1356 0.2778 0.6212
O -1.5510 3.1800 0.7073
O -0.8636 3.3144 -1.3932
Li 1.5955 -5.1864 -0.4347
Hg -3.2105 2.8208 -1.1172
H -0.9579 -1.4355 -0.4120
H 0.6229 -0.9116 -1.0132
H -0.8146 0.1374 1.4843
H 0.8485 0.6167 0.9996
O 0.6601 3.3771 0.3020
H 1.2212 3.4396 -0.4770
*
```


(7)
# C4H5HgO

C4H5HgO as an isolated structure in a non-equilibrium geometry (ωB97M-V/def2-TZVPD, OMol25).

Results
Energy above the lowest of the compared OMol25 structures with the same formula, charge and spin   2.599 eV
Calculated total energy   -383.78495 a.u.
Expectation value of S²   2.03
LUMO (spin up / spin down)   3.73 / 2.72 eV
HOMO-LUMO gap (spin up / spin down)   4.98 / 3.81 eV

Geometry as ORCA input:
```
! wB97M-V def2-TZVPD RIJCOSX def2/J DEFGRID3
* xyz -1 3
C 3.4559 0.3937 0.7573
H 4.1077 -0.2059 1.4346
H 4.1612 1.1130 0.2815
C -1.0780 0.8309 -0.5847
C -2.1475 -0.2428 -0.5465
C -1.7182 -1.5046 0.1559
O -0.6600 -1.7635 0.6374
Hg 1.0088 0.2016 0.5437
H -1.5397 1.7027 -1.0931
H -2.4994 -0.5825 -1.5449
H -3.0908 0.0573 -0.0412
*
```


(8)
# C4H5I

A 2-piece molecular cluster, C4H5I overall in a non-equilibrium geometry (ωB97M-V/def2-TZVPD, OMol25).

Results
Energy above the lowest of the compared OMol25 structures with the same formula, charge and spin   6.228 eV
Calculated total energy   -452.81930 a.u.
LUMO (spin up / spin down)   -1.37 / -0.96 eV
HOMO-LUMO gap (spin up / spin down)   6.99 / 7.54 eV

Geometry as ORCA input:
```
! wB97M-V def2-TZVPD RIJCOSX def2/J DEFGRID3
* xyz 0 1
C -2.1575 -0.2616 0.0001
C -0.9050 0.2155 0.0689
C 0.2370 -0.5142 -0.2474
C 2.2991 0.3778 0.4042
I 4.4150 -0.0674 -0.0923
H -2.9318 0.3865 0.0599
H -2.4769 -1.2497 -0.2155
H -0.8088 1.2989 0.0230
H 0.2374 -1.5880 -0.0659
H 2.0915 1.4022 0.0650
*
```


(9)
# C4H5I

A 2-piece molecular cluster, C4H5I overall in a non-equilibrium geometry (ωB97M-V/def2-TZVPD, OMol25).

Results
Energy above the lowest of the compared OMol25 structures with the same formula, charge and spin   2.755 eV
Structure (SMILES)   C=C1C=C1.I
Calculated total energy   -452.94695 a.u.
LUMO   0.71 eV
HOMO-LUMO gap   9.04 eV

Geometry as ORCA input:
```
! wB97M-V def2-TZVPD RIJCOSX def2/J DEFGRID3
* xyz 0 1
C -0.6071 1.6461 0.1522
C -0.8851 0.3716 -0.0376
C -0.7517 -1.0235 0.6556
C -1.0339 -0.8950 -0.6757
H -0.7692 2.4850 -0.5164
H -0.3620 2.0200 1.1528
H -0.6899 -1.7691 1.4532
H -1.4462 -1.2736 -1.6042
I 2.7733 -0.9586 0.2310
H 3.7717 -0.6029 -0.8108
*
```


(10)
# C4H5IN2

C4H5IN2 as an isolated structure in a non-equilibrium geometry (ωB97M-V/def2-TZVPD, OMol25).

Results
Energy above the lowest of the compared OMol25 structures with the same formula, charge and spin   2.725 eV
Calculated total energy   -562.51525 a.u.
LUMO   -0.45 eV
HOMO-LUMO gap   7.40 eV

Geometry as ORCA input:
```
! wB97M-V def2-TZVPD RIJCOSX def2/J DEFGRID3
* xyz 0 1
C 0.3410 0.0418 1.1720
C -0.0839 1.1640 0.5968
C -0.0307 -0.9388 -0.9919
C 0.2299 -1.2428 0.4768
N -0.3148 0.1688 -1.5436
N -0.4777 1.2562 -0.7708
I -0.5840 2.8776 -2.0390
H 0.5640 0.0791 2.1764
H -0.1532 2.1801 1.1497
H 0.1594 -1.8487 -1.6849
H 1.0035 -1.9559 0.7477
H -0.6535 -1.7813 0.7107
*
```


(11)
# C4H5LiO7Sm

C4H5LiO7Sm as an isolated structure in a non-equilibrium geometry (ωB97M-V/def2-TZVPD, OMol25).

Results
Calculated total energy   -1347.54834 a.u.
Expectation value of S²   12.01
LUMO (spin up / spin down)   -4.20 / -4.08 eV
HOMO-LUMO gap (spin up / spin down)   2.14 / 2.26 eV

Geometry as ORCA input:
```
! wB97M-V def2-TZVPD RIJCOSX def2/J DEFGRID3
* xyz 0 7
O -0.2146 1.3564 2.6210
C -0.2177 0.2601 1.9774
O -1.1919 -0.5418 2.1295
O 0.7819 0.0029 1.1835
C 0.5238 -0.1768 -0.2246
O 1.2941 0.5185 -2.3574
C 0.8550 -2.5294 -4.7312
C 1.4262 0.7608 -1.0197
O 1.5233 -2.8850 -3.7333
O 0.8605 -1.3620 -5.1967
Sm -2.4438 1.0016 4.2034
Li 1.7339 -0.8797 -3.3915
H -0.5342 0.0467 -0.4255
H 0.7276 -1.2225 -0.4962
H 1.1498 1.8042 -0.7420
H 2.4613 0.6282 -0.6280
O 0.3567 -3.5285 -5.5052
H -0.6037 -3.4431 -5.5258
*
```


(12)
# C4H5MgO4

C4H5MgO4 as an isolated structure in a non-equilibrium geometry (ωB97M-V/def2-TZVPD, OMol25).

Results
Energy above the lowest of the compared OMol25 structures with the same formula, charge and spin   0.763 eV
Calculated total energy   -655.69484 a.u.
Expectation value of S²   0.76
LUMO (spin up / spin down)   -11.85 / -12.01 eV
HOMO-LUMO gap (spin up / spin down)   3.07 / 4.35 eV

Geometry as ORCA input:
```
! wB97M-V def2-TZVPD RIJCOSX def2/J DEFGRID3
* xyz 2 2
C -1.4650 -0.4625 -0.9384
O -2.7471 -0.7471 -1.1444
H -0.9666 0.2682 -1.5788
H -3.0593 -0.3954 -1.9862
C -0.8013 -1.0177 0.1686
C 0.5753 -1.0667 -0.1246
H -1.2424 -1.9103 0.6198
H -0.4728 0.6764 1.2521
H 1.0604 -1.5976 -0.9435
O 1.4924 -0.4811 0.7283
C 1.4868 0.7990 1.0841
O 0.4155 1.3211 1.5382
O 2.4958 1.4429 0.7609
Mg 3.2283 3.1708 0.5640
*
```


(13)
# C4H5MnO2

C4H5MnO2 as an isolated structure in a non-equilibrium geometry (ωB97M-V/def2-TZVPD, OMol25).

Results
Calculated total energy   -1456.66267 a.u.
Expectation value of S²   8.78
LUMO (spin up / spin down)   3.61 / 3.54 eV
HOMO-LUMO gap (spin up / spin down)   5.51 / 4.56 eV

Geometry as ORCA input:
```
! wB97M-V def2-TZVPD RIJCOSX def2/J DEFGRID3
* xyz -1 6
O 2.6383 -1.2900 -0.1265
C 1.3811 -1.4662 0.4883
H 1.3908 -1.1324 1.5511
H 1.0265 -2.4987 0.2737
C 0.5365 -0.4447 -0.3064
C -0.8097 -0.2919 0.3734
C -1.9741 -0.5132 -0.1985
O -3.0076 -0.5983 -0.7490
Mn 0.6534 2.1848 -0.5860
H 0.3410 -0.8317 -1.3226
H -0.8743 0.0434 1.4157
H 2.0714 -0.4289 -0.8715
*
```


(14)
# C4H5N

One molecule with the formula C4H5N in a non-equilibrium geometry (ωB97M-V/def2-TZVPD, OMol25).

Results
Energy above the lowest of the compared OMol25 structures with the same formula, charge and spin   4.603 eV
Calculated total energy   -209.99458 a.u.
LUMO   0.68 eV
HOMO-LUMO gap   8.37 eV

Geometry as ORCA input:
```
! wB97M-V def2-TZVPD RIJCOSX def2/J DEFGRID3
* xyz 0 1
N -2.3364 -0.2373 0.0993
C -1.2563 0.5136 0.2736
C 2.4784 0.0002 0.3346
C -0.0390 0.0802 -0.2479
C 1.2141 0.1067 0.0554
H -2.3554 -1.0251 -0.5498
H -3.2334 0.0797 0.4253
H -0.5285 0.5632 -1.2315
H 3.0922 0.8835 0.4569
H 2.9643 -0.9648 0.3842
*
```


(15)
# C4H5N

One molecule with the formula C4H5N (ωB97M-V/def2-TZVPD, OMol25).

Results
Energy above the lowest of the compared OMol25 structures with the same formula, charge and spin   0.117 eV
Structure (SMILES)   c1cc[nH]c1
Calculated total energy   -210.15944 a.u.
LUMO   1.10 eV
HOMO-LUMO gap   9.41 eV

Geometry as ORCA input:
```
! wB97M-V def2-TZVPD RIJCOSX def2/J DEFGRID3
* xyz 0 1
C 0.4696 -1.0840 0.1355
C -0.9081 -0.7705 -0.0214
C -0.9952 0.5867 -0.2099
N 0.2694 1.1092 -0.1449
C 1.1637 0.0938 0.0767
H 0.9220 -2.0504 0.3091
H -1.7428 -1.4446 0.1085
H -1.8461 1.2345 -0.3580
H 0.5108 2.0646 -0.3476
H 2.1567 0.2608 0.4521
*
```


(16)
# C4H5N

One molecule with the formula C4H5N in a non-equilibrium geometry (ωB97M-V/def2-TZVPD, OMol25).

Results
Energy above the lowest of the compared OMol25 structures with the same formula, charge and spin   2.717 eV
Structure (SMILES)   [H]/N=C/C=C=C
Calculated total energy   -210.06390 a.u.
LUMO   0.73 eV
HOMO-LUMO gap   9.63 eV

Geometry as ORCA input:
```
! wB97M-V def2-TZVPD RIJCOSX def2/J DEFGRID3
* xyz 0 1
H -0.5431 -1.7428 -1.8485
N -0.2736 -0.9819 -1.2331
C -0.7460 -1.1417 -0.0591
C -0.5258 -0.1018 0.9665
C 0.2390 0.8553 0.5076
C 1.1874 1.5043 -0.0858
H -1.4179 -1.9545 0.2255
H -1.0428 -0.0742 1.9196
H 2.0084 1.5544 0.6081
H 1.1144 2.0828 -1.0009
*
```


(17)
# C4H5N

One molecule with the formula C4H5N in a non-equilibrium geometry (ωB97M-V/def2-TZVPD, OMol25).

Results
Energy above the lowest of the compared OMol25 structures with the same formula, charge and spin   3.729 eV
Structure (SMILES)   C#C[C@@H]1CN1
Calculated total energy   -210.02670 a.u.
LUMO   0.89 eV
HOMO-LUMO gap   10.36 eV

Geometry as ORCA input:
```
! wB97M-V def2-TZVPD RIJCOSX def2/J DEFGRID3
* xyz 0 1
C 0.6447 -2.4154 0.3441
C 0.2814 -1.2263 0.0162
C 0.3857 0.2460 -0.2332
C -0.6362 1.0569 0.4628
N -0.6902 0.8496 -0.9806
H 0.6867 -3.5431 0.4362
H 1.4290 0.6580 -0.4119
H -0.3325 2.0725 0.8397
H -1.3850 0.6499 1.1382
H -0.3837 1.6519 -1.6116
*
```


(18)
# C4H5N2O

An isolated ion of composition C4H5N2O and charge +1 in a non-equilibrium geometry (ωB97M-V/def2-TZVPD, OMol25).

Results
Energy above the lowest of the compared OMol25 structures with the same formula, charge and spin   2.168 eV
Structure (SMILES)   O=C[N+]1=CC=NC1
Calculated total energy   -339.78722 a.u.
LUMO   -6.19 eV
HOMO-LUMO gap   9.44 eV

Geometry as ORCA input:
```
! wB97M-V def2-TZVPD RIJCOSX def2/J DEFGRID3
* xyz 1 1
O -2.5924 0.8804 0.2313
C -1.8818 -0.0145 0.3441
N -0.3638 0.1970 0.0929
C 0.3049 1.0347 -0.5272
C 1.6087 0.5457 -0.7295
N 1.5429 -0.6509 -0.2371
C 0.3440 -1.0537 0.3432
H -1.7300 -0.9505 0.6866
H -0.1362 2.0294 -0.7797
H 2.5665 0.9138 -1.0702
H 0.6986 -0.9865 1.3981
H -0.3614 -1.9448 0.2474
*
```


(19)
# C4H5N2O

An isolated ion of composition C4H5N2O and charge +1 in a non-equilibrium geometry (ωB97M-V/def2-TZVPD, OMol25).

Results
Energy above the lowest of the compared OMol25 structures with the same formula, charge and spin   3.360 eV
Calculated total energy   -339.64215 a.u.
Expectation value of S²   2.01
LUMO (spin up / spin down)   -5.48 / -8.96 eV
HOMO-LUMO gap (spin up / spin down)   4.95 / 6.73 eV

Geometry as ORCA input:
```
! wB97M-V def2-TZVPD RIJCOSX def2/J DEFGRID3
* xyz 1 3
C -1.5073 -1.5736 0.0423
C -3.1317 0.0574 0.0609
C -0.7533 0.7780 -0.0165
C 0.3916 -0.2174 -0.0045
N -1.9202 -0.1707 -0.0238
N -0.2452 -1.5258 -0.0219
O -4.2386 0.3477 -0.0489
H -0.5429 1.4086 0.9712
H -0.8675 1.4101 -0.9052
H 1.1748 0.0715 -0.7890
H 1.1301 -0.2668 0.8379
H 0.1926 -2.3493 0.2012
*
```


(20)
# C4H5N2O3

A 2-piece molecular cluster, C4H5N2O3 overall in a non-equilibrium geometry (ωB97M-V/def2-TZVPD, OMol25).

Results
Energy above the lowest of the compared OMol25 structures with the same formula, charge and spin   7.574 eV
Calculated total energy   -490.12365 a.u.
LUMO   -4.02 eV
HOMO-LUMO gap   10.47 eV

Geometry as ORCA input:
```
! wB97M-V def2-TZVPD RIJCOSX def2/J DEFGRID3
* xyz 1 1
C -0.3922 2.2145 0.5455
C -0.9298 -0.1946 0.1657
C -1.4193 1.1406 0.0582
C 1.9558 -0.6128 -0.0647
N 1.8483 -1.4776 -0.8120
N -0.5793 -1.2895 0.2892
O 1.4224 -2.3603 -1.4861
O 0.5543 1.9526 1.1753
O -0.3968 -2.5029 0.4332
H -0.6456 3.3192 0.2460
H -2.3945 1.3854 0.5241
H -1.5420 1.2116 -1.0566
H -0.0831 -3.0241 -0.4065
H 2.6018 0.2378 0.3888
*
```


M (g/mol)
116.1 182.2 88.1 88.1 120.1 372.6 269.7 180.0 180.0 208.0 322.4 141.4 140.0 67.1 67.1 67.1 67.1 97.1 97.1 129.1